Here is C54H56F3N8S2Ti as an isolated structure at a distorted geometry from the OMol25 dataset. Energies are from ωB97M-V/def2-TZVPD.

## Properties
- HOMO energy (spin up / spin down): -3.83 / -4.74 eV
- Net charge: -1
- Multiplicity: 3
- Orbital gap (spin up / spin down): 5.74 / 6.64 eV

```
124
Properties=species:S:1:pos:R:3:forces:R:3
Ti -0.7951 0.5518 -0.8114 -0.40 1.20 1.40
C 3.2921 -1.8574 -1.1784 -0.30 0.02 0.00
C 2.3778 -1.0339 -2.0973 0.01 -0.15 -0.02
C 2.5261 -1.5556 -3.5287 -0.12 0.18 0.18
C 2.6736 0.4425 -1.9374 -0.33 0.01 0.19
C 3.5942 1.0640 -2.7661 0.02 0.05 0.00
C 3.9418 2.3840 -2.5643 0.16 0.01 0.04
C 3.3949 3.0863 -1.5087 -0.02 -0.08 0.11
C 2.4548 2.5149 -0.6606 -0.12 -0.26 -0.04
C 1.9065 3.3497 0.4837 -0.08 0.11 0.07
C 1.6102 4.7950 0.0524 -0.04 -0.14 -0.07
C 2.8884 3.4024 1.6627 -0.27 -0.11 0.03
C 2.0636 1.1800 -0.9034 0.91 0.19 -0.31
N 1.0877 0.5309 -0.1080 0.72 -0.11 0.43
C 1.5227 0.0496 1.0636 -0.08 -0.09 0.26
C 0.6919 -0.7484 1.9433 -0.94 -0.28 -0.49
N -0.4818 -1.1885 1.5943 1.18 0.71 -0.36
C -1.2441 -2.0680 2.3560 -0.58 -0.58 0.57
C -1.2304 -3.4598 2.1231 -0.06 0.10 -0.11
C -2.3403 -4.1969 2.5316 -0.09 -0.02 0.05
C -3.3401 -3.6583 3.3099 -0.03 -0.04 0.04
C -3.2113 -2.3507 3.7406 -0.04 -0.12 -0.04
C -2.1950 -1.5423 3.2653 0.24 0.05 -0.03
C -2.0829 -0.1291 3.7920 -0.05 0.20 0.15
C -1.5394 -0.1619 5.2268 0.02 0.03 -0.20
C -3.4108 0.6270 3.7388 0.24 -0.02 -0.13
C -0.1146 -4.3022 1.5110 0.18 -0.05 -0.13
C 1.2244 -3.6437 1.1791 -0.17 0.00 -0.21
C 0.2317 -5.4403 2.4877 -0.11 -0.03 -0.24
C 1.4978 -1.1309 3.1031 0.43 -0.30 0.79
C 1.2841 -1.9383 4.2003 -0.20 0.40 -0.70
C 2.3606 -2.1788 5.0664 0.54 -0.05 0.34
C 3.6218 -1.6724 4.8456 -0.18 -0.16 0.10
C 3.8848 -0.8908 3.6987 -0.37 0.12 -0.30
C 5.1379 -0.4069 3.2600 0.19 0.14 -0.22
C 5.2277 0.2419 2.0466 0.36 -0.19 0.53
C 4.1241 0.4826 1.2178 -0.72 -0.17 -0.13
C 2.8621 0.0672 1.6291 0.72 0.00 0.12
C 2.7926 -0.6275 2.8693 0.06 -0.06 0.17
H 3.1129 -2.9222 -1.3268 0.00 -0.12 -0.01
H 3.1258 -1.6252 -0.1297 0.04 -0.06 -0.02
H 4.3358 -1.6477 -1.4094 0.12 0.02 -0.04
H 1.3370 -1.1911 -1.7891 0.26 0.00 -0.06
H 3.5739 -1.6854 -3.7935 0.14 0.00 -0.06
H 2.0654 -0.8751 -4.2401 0.03 -0.03 -0.12
H 2.0391 -2.5275 -3.6115 -0.01 -0.08 -0.03
H 4.0494 0.5093 -3.5711 0.06 -0.09 -0.14
H 4.6508 2.8650 -3.2205 0.10 0.07 -0.10
H 3.7011 4.1076 -1.3460 -0.01 0.17 0.02
H 0.9650 2.9021 0.8296 0.20 0.00 -0.11
H 2.5177 5.3985 0.0319 0.09 0.05 0.04
H 0.9187 5.2460 0.7625 -0.01 0.10 0.09
H 1.1501 4.8230 -0.9317 0.04 0.12 0.01
H 3.8849 3.6690 1.3101 0.11 0.04 0.02
H 2.9459 2.4512 2.1820 0.07 0.07 0.06
H 2.5587 4.1571 2.3751 -0.01 0.11 0.08
H -2.4211 -5.2303 2.2241 0.06 -0.10 0.02
H -4.1857 -4.2651 3.6049 -0.05 0.00 0.03
H -3.9397 -1.9463 4.4271 -0.06 0.11 0.05
H -1.3709 0.4279 3.1789 -0.16 -0.14 0.06
H -2.0948 -0.8752 5.8346 -0.07 -0.03 0.13
H -1.6293 0.8256 5.6755 0.01 0.11 0.10
H -0.4884 -0.4429 5.2319 0.03 -0.03 0.13
H -4.1606 0.1732 4.3807 -0.14 -0.06 0.22
H -3.7882 0.6423 2.7220 -0.12 0.01 0.10
H -3.2519 1.6536 4.0611 -0.02 0.15 0.10
H -0.5150 -4.7415 0.5874 0.04 0.00 0.07
H 1.7834 -3.4342 2.0887 0.07 0.01 0.00
H 1.1209 -2.7162 0.6315 0.13 -0.03 -0.05
H 1.8137 -4.3350 0.5752 0.06 -0.04 -0.01
H 0.5714 -5.0176 3.4306 0.04 0.06 0.15
H 1.0406 -6.0399 2.0765 0.13 -0.12 -0.04
H -0.6067 -6.0972 2.6925 -0.06 -0.08 0.05
H 0.3291 -2.4100 4.3759 -0.05 0.02 0.06
H 2.1922 -2.8083 5.9289 0.01 -0.03 0.10
H 4.4288 -1.9001 5.5293 0.04 -0.03 0.07
H 6.0201 -0.5809 3.8609 0.09 0.01 0.02
H 6.1985 0.5773 1.7031 0.03 0.02 0.02
H 4.2865 0.9765 0.2729 -0.02 0.04 -0.04
C -4.0494 4.4310 -3.4386 -0.04 0.05 -0.21
C -4.0383 3.1888 -4.0456 -0.04 0.29 -0.07
C -3.6779 2.0619 -3.3327 0.21 -0.30 0.32
C -3.2835 2.1590 -1.9949 -0.49 0.61 -0.52
C -3.2501 3.4283 -1.4049 -0.06 -0.01 -0.09
C -3.6463 4.5408 -2.1195 -0.06 -0.04 0.04
N -2.9259 0.9860 -1.2855 0.23 -0.76 0.19
N -3.4933 -0.1328 -1.9392 -0.87 -0.10 -0.45
C -2.7699 -1.2092 -1.9386 0.01 0.40 0.06
C -3.2914 -2.3328 -2.6603 -0.04 -0.34 -0.10
C -2.5798 -3.4785 -2.7488 -0.16 0.27 0.00
C -1.3387 -3.5541 -2.0839 0.47 -0.03 0.21
C -0.8938 -2.4575 -1.3968 0.32 -0.82 -0.05
N -1.5451 -1.2914 -1.3071 -0.66 -0.62 -0.69
H -4.3536 5.3069 -3.9913 -0.02 0.11 -0.08
H -4.3178 3.0945 -5.0854 -0.05 -0.04 -0.08
H -3.6987 1.0886 -3.8016 0.02 0.07 0.04
H -2.8614 3.5553 -0.4029 -0.04 -0.06 -0.07
H -3.6304 5.5087 -1.6415 0.06 0.11 0.07
H -4.2462 -2.1930 -3.1387 -0.12 0.00 -0.07
H -2.9411 -4.3176 -3.3253 -0.10 -0.08 -0.03
H -0.7512 -4.4569 -2.1130 0.14 -0.06 0.08
H 0.0484 -2.5051 -0.8713 0.01 0.02 0.00
F 1.7349 4.2191 -4.1912 0.01 -0.23 0.18
C 0.4528 3.9456 -4.5346 0.31 0.82 -0.17
F -0.3033 4.8264 -3.8728 -0.21 -0.16 0.10
F 0.3655 4.3234 -5.8345 -0.09 -0.37 -0.29
C 0.0988 2.5088 -4.3347 0.06 -0.65 -1.09
C 0.1592 1.6246 -5.4115 -0.18 0.44 1.00
C -0.1333 0.2831 -5.1784 0.02 -0.09 -0.14
C -0.4194 -0.1399 -3.8977 -0.12 0.21 0.29
N -0.4393 0.6874 -2.8352 0.39 0.11 -2.46
C -0.2161 2.0145 -3.0566 0.11 0.31 0.35
S -0.3449 2.9461 -1.6593 0.00 -0.31 -0.04
H 0.4221 1.9714 -6.3983 0.00 0.08 -0.08
H -0.1093 -0.4323 -5.9869 -0.03 -0.06 0.00
H -0.6369 -1.1851 -3.7073 0.04 0.01 0.09
N -3.4697 -0.3377 0.7197 0.24 -0.44 0.07
C -3.2998 0.9818 0.2208 -0.34 0.14 0.76
N -4.5269 1.6648 0.5030 -0.25 0.37 0.23
S -1.8416 1.7170 1.0094 -0.17 0.44 0.31
H -4.2023 -0.8609 0.2552 0.13 0.03 -0.07
H -2.5982 -0.8556 0.7875 -0.37 0.07 -0.16
H -5.2641 1.3306 -0.1068 -0.07 0.05 -0.07
H -4.4486 2.6686 0.4270 -0.07 -0.15 -0.14
```
Forces are in eV/Å.